{
  "formula": "H18O15SV",
  "method": "ωB97M-V/def2-TZVPD",
  "symbols": ["O", "V", "O", "S", "O", "O", "O", "O", "O", "H", "H", "O", "H", "H", "O", "H", "H", "O", "H", "H", "O", "H", "H", "O", "H", "H", "O", "H", "H", "O", "H", "H", "O", "H", "H"],
  "positions_angstrom": [[0.0337, 0.5029, -1.4726], [0.5898, 0.7605, 0.0278], [-0.7701, 0.5094, 0.8656], [0.9206, -2.6297, 0.3457], [2.0319, -3.4413, 0.7245], [1.3457, -1.2341, 0.3432], [0.3897, -2.8608, -0.9813], [-0.1837, -2.7654, 1.3244], [-1.3358, -2.1284, -2.8603], [-1.0859, -1.2549, -3.1615], [-0.6936, -2.3417, -2.1832], [1.4362, 1.2757, 2.2825], [1.5311, 1.8228, 3.0622], [2.2610, 0.7933, 2.2259], [-2.2594, -1.9518, 2.9399], [-2.0889, -1.4204, 2.1622], [-3.0918, -1.6219, 3.2783], [-2.8210, -1.4170, -0.0453], [-2.5696, -0.6057, -0.4867], [-2.0147, -1.9318, -0.0119], [2.5777, 1.4391, -0.4422], [3.2577, 2.0865, -0.2557], [3.0156, 0.7793, -0.9799], [3.2536, -0.7301, 1.9857], [2.9714, -1.5628, 2.3642], [2.7533, -0.6540, 1.1732], [-0.5969, 0.2760, -4.8700], [0.2076, 0.2770, -4.3514], [-0.6014, 1.1272, -5.3077], [-2.9987, 2.9430, 1.0702], [-2.4914, 2.1314, 1.0602], [-2.8409, 3.3353, 0.2115], [0.0204, 3.1224, 0.0751], [0.1201, 3.8835, 0.6470], [-0.2734, 3.4866, -0.7599]],
  "mol_weight_g_mol": 341.1,
  "e_tot_ev": -67530.05898,
  "total_charge": -1,
  "homo_lumo_gap_ev": 5.5,
  "e_homo_ev": -4.491
}



{
  "formula": "H18O9",
  "method": "ωB97M-V/def2-TZVPD",
  "symbols": ["O", "H", "H", "O", "H", "H", "O", "H", "H", "O", "H", "H", "O", "H", "H", "O", "H", "H", "O", "H", "H", "O", "H", "H", "O", "H", "H"],
  "positions_angstrom": [[-2.1996, 1.1322, 0.6189], [-3.0448, 0.9508, 0.2279], [-1.6895, 1.4993, -0.0983], [-2.2196, -0.4155, -2.0302], [-1.3025, -0.2291, -1.7288], [-2.4795, 0.4248, -2.3775], [1.2543, -3.1386, -0.9664], [0.9991, -2.5983, -0.2569], [0.5065, -3.7403, -1.0370], [1.4346, -1.1745, 1.7898], [1.8550, -2.0457, 1.9251], [0.9242, -0.9256, 2.5818], [3.4688, 0.5905, 1.8428], [4.2120, 0.1952, 2.2709], [2.7764, -0.1036, 1.8049], [0.7044, 0.7436, -2.7605], [0.0911, 0.8517, -3.5334], [0.8211, -0.2005, -2.8516], [-0.8264, 2.3002, -1.4644], [-1.1542, 2.9550, -2.0733], [-0.1873, 1.7520, -1.9488], [-0.2280, -0.4457, -0.1541], [-1.1081, -0.3076, 0.3191], [0.3705, -0.7133, 0.5170], [-0.6541, 0.9480, 3.0760], [-1.0177, 0.6440, 3.8883], [-1.3066, 1.0511, 2.4187]],
  "relative_energy_kj_mol": 223.2,
  "mol_weight_g_mol": 162.1,
  "e_tot_ev": -18719.82175,
  "homo_lumo_gap_ev": 10.8,
  "e_homo_ev": -10.600
}



Please write out number 1 again, unchanged.
{
  "formula": "H18O15SV",
  "method": "ωB97M-V/def2-TZVPD",
  "symbols": ["O", "V", "O", "S", "O", "O", "O", "O", "O", "H", "H", "O", "H", "H", "O", "H", "H", "O", "H", "H", "O", "H", "H", "O", "H", "H", "O", "H", "H", "O", "H", "H", "O", "H", "H"],
  "positions_angstrom": [[0.0337, 0.5029, -1.4726], [0.5898, 0.7605, 0.0278], [-0.7701, 0.5094, 0.8656], [0.9206, -2.6297, 0.3457], [2.0319, -3.4413, 0.7245], [1.3457, -1.2341, 0.3432], [0.3897, -2.8608, -0.9813], [-0.1837, -2.7654, 1.3244], [-1.3358, -2.1284, -2.8603], [-1.0859, -1.2549, -3.1615], [-0.6936, -2.3417, -2.1832], [1.4362, 1.2757, 2.2825], [1.5311, 1.8228, 3.0622], [2.2610, 0.7933, 2.2259], [-2.2594, -1.9518, 2.9399], [-2.0889, -1.4204, 2.1622], [-3.0918, -1.6219, 3.2783], [-2.8210, -1.4170, -0.0453], [-2.5696, -0.6057, -0.4867], [-2.0147, -1.9318, -0.0119], [2.5777, 1.4391, -0.4422], [3.2577, 2.0865, -0.2557], [3.0156, 0.7793, -0.9799], [3.2536, -0.7301, 1.9857], [2.9714, -1.5628, 2.3642], [2.7533, -0.6540, 1.1732], [-0.5969, 0.2760, -4.8700], [0.2076, 0.2770, -4.3514], [-0.6014, 1.1272, -5.3077], [-2.9987, 2.9430, 1.0702], [-2.4914, 2.1314, 1.0602], [-2.8409, 3.3353, 0.2115], [0.0204, 3.1224, 0.0751], [0.1201, 3.8835, 0.6470], [-0.2734, 3.4866, -0.7599]],
  "mol_weight_g_mol": 341.1,
  "e_tot_ev": -67530.05898,
  "total_charge": -1,
  "homo_lumo_gap_ev": 5.5,
  "e_homo_ev": -4.491
}